Record 1
The following is a quantum chemistry calculation of C18H17N2O9PtS as an isolated structure, from OMol25.

Last column: Löwdin charge in e.
Geometry (Å):
Pt  0.92580  -0.53576  -0.38455  1.67
O  -0.42428  -3.03237  -3.64582  0.23
C  0.18952  -2.48310  -2.64343  -0.43
O  0.91631  -1.49939  -2.68110  0.05
C  0.04850  -3.23025  -1.34416  -0.10
C  -0.31621  -4.55790  -1.18703  0.11
C  -0.02482  -5.18071  0.02243  0.08
C  0.73084  -4.50529  0.98330  0.09
C  1.04657  -3.18136  0.75378  -0.12
N  0.60383  -2.54931  -0.34655  0.01
C  2.04347  -2.32778  1.46597  -0.36
O  2.74292  -2.69909  2.47044  0.29
O  2.28208  -1.19511  0.98692  0.00
H  -0.17993  -2.63388  -4.50258  0.19
H  -0.77407  -5.09426  -2.00837  0.16
H  -0.30395  -6.21432  0.18438  0.15
H  1.07801  -5.03290  1.86318  0.15
H  2.59476  -3.60197  2.80042  0.18
O  1.61990  1.31940  -0.50570  -0.14
C  1.75498  2.06946  0.51049  -0.05
C  1.21925  1.85509  1.78952  -0.10
C  1.51717  2.80842  2.79285  0.11
C  0.94488  2.67449  4.02184  -0.08
C  0.06076  1.63715  4.30760  0.10
C  -0.25316  0.69349  3.34297  0.06
C  0.32512  0.78947  2.08380  -0.25
O  -0.08940  -0.13741  1.19476  -0.14
N  1.27173  3.66291  5.08074  -0.34
O  0.90109  3.38930  6.19441  0.15
O  1.89286  4.63474  4.72314  0.14
H  2.33043  2.97452  0.30766  0.18
H  2.18473  3.63924  2.59648  0.15
H  -0.36721  1.57819  5.30150  0.15
H  -0.95069  -0.10487  3.55384  0.14
O  -0.66563  0.15645  -1.36521  -0.61
S  -0.45892  1.18371  -2.58456  1.12
C  -1.25864  2.70054  -1.98086  -0.27
C  -2.38921  2.99533  -2.96734  -0.19
C  -3.00250  1.64456  -3.32154  -0.19
C  -1.82919  0.74394  -3.69535  -0.27
H  -0.50275  3.47942  -1.90095  0.11
H  -1.64040  2.43537  -0.99266  0.11
H  -1.99960  3.49162  -3.85760  0.13
H  -3.10808  3.67042  -2.50536  0.14
H  -3.69590  1.71609  -4.15806  0.14
H  -3.54480  1.22808  -2.47144  0.13
H  -1.44551  0.95166  -4.69690  0.12
H  -2.00065  -0.32601  -3.58530  0.10

Orbital gap   6.2 eV
Charge   +3
LUMO energy   -12.03 eV

***

Record 2
The following is a quantum chemistry calculation of a single C18H17N3O molecule, from OMol25.

Last column: Löwdin charge in e.
Geometry (Å):
C  2.19488  0.29204  -1.99467  -0.08
N  0.91158  0.27978  -2.66621  -0.21
C  0.06643  -0.82555  -2.26599  -0.15
C  -0.51797  -0.66881  -0.88174  -0.11
C  -0.63702  -1.65013  0.02390  0.03
C  -0.28445  -3.05349  -0.13779  -0.21
C  -0.55168  -3.77923  -1.29985  -0.02
C  -0.17566  -5.11169  -1.35409  -0.14
N  0.43044  -5.74369  -0.36437  0.06
C  0.67035  -5.06511  0.74581  -0.15
C  0.32939  -3.73533  0.91617  -0.01
H  0.54535  -3.22471  1.84247  0.11
H  1.15633  -5.62149  1.53668  0.11
H  -0.36894  -5.70616  -2.23769  0.11
H  -1.07631  -3.32620  -2.12569  0.11
H  -0.99536  -1.37139  1.00903  0.13
C  -0.94006  0.69441  -0.45523  -0.30
O  -1.80532  0.84550  0.38506  0.10
C  -0.20683  1.80084  -1.10922  -0.13
C  0.25585  2.87326  -0.45469  0.02
C  0.08118  3.20382  0.95968  -0.21
C  1.20917  3.49699  1.72970  -0.02
C  1.04278  3.80638  3.06726  -0.15
N  -0.13774  3.85908  3.66208  0.05
C  -1.20796  3.60601  2.92927  -0.14
C  -1.16205  3.27933  1.58262  -0.01
H  -2.06723  3.09516  1.03010  0.11
H  -2.15445  3.66882  3.45000  0.11
H  1.89466  4.02763  3.69762  0.10
H  2.19569  3.46441  1.29040  0.11
H  0.90241  3.55770  -0.99604  0.13
C  0.19096  1.53029  -2.54319  -0.14
H  0.81647  2.34096  -2.92453  0.12
H  -0.70400  1.46258  -3.17121  0.13
H  0.64988  -1.74704  -2.32786  0.12
H  -0.75266  -0.88914  -2.99383  0.14
H  2.12322  0.41331  -0.90450  0.09
H  2.70815  -0.64482  -2.20663  0.09
H  2.79030  1.11041  -2.39697  0.09

ΔE to the lowest compared entry with this formula, charge and spin   59.4 kcal per mole
Orbital gap   8.5 eV
LUMO energy   -0.58 eV
SMILES string   CN1C/C(=C/c2ccncc2)C(=O)/C(=C/c2ccncc2)C1

***

Record 3
The following is a quantum chemistry calculation of a single C18H17N3O6 molecule, from OMol25.

Last column: Löwdin charge in e.
Geometry (Å):
C  0.72136  2.72196  -0.48551  -0.05
C  1.08585  1.87123  -1.69748  -0.23
O  1.61711  0.61257  -1.32526  -0.08
C  2.81922  0.57278  -0.65105  -0.20
C  3.83560  1.50510  -0.76588  -0.02
C  5.01153  1.33846  -0.04937  -0.09
C  5.17775  0.24970  0.78491  -0.08
C  4.17042  -0.69333  0.90930  0.00
C  2.99495  -0.53688  0.19566  -0.14
N  1.91276  -1.42312  0.26144  0.16
C  1.60499  -2.30980  1.23023  -0.44
O  2.33015  -2.66020  2.12969  0.09
C  0.18764  -2.90350  1.10225  0.00
N  -0.68107  -2.23516  0.16138  0.05
C  -1.12745  -2.79304  -1.01517  -0.31
O  -0.86453  -3.88622  -1.42861  0.17
C  -2.01474  -1.70959  -1.64750  -0.31
O  -2.62668  -1.74548  -2.67718  0.16
N  -1.95582  -0.65569  -0.76920  0.07
C  -1.17458  -0.94326  0.34383  -0.43
O  -0.95362  -0.21849  1.26800  0.18
C  -2.71096  0.57931  -0.91687  -0.02
C  -3.79441  0.66941  0.10597  -0.26
C  -4.86193  -0.14105  0.36484  -0.01
C  -5.51737  0.42225  1.48602  -0.05
C  -4.79755  1.52685  1.82130  -0.11
O  -3.75304  1.68162  0.99498  0.06
H  -4.92357  2.25696  2.59546  0.12
H  -6.39877  0.05326  1.96789  0.10
H  -5.14633  -1.01918  -0.17848  0.11
H  -2.03770  1.43078  -0.79296  0.13
H  -3.11883  0.56148  -1.93169  0.14
H  0.27550  -3.94460  0.77810  0.14
H  -0.25791  -2.88001  2.10065  0.15
H  1.21152  -1.19588  -0.43085  0.13
H  4.27778  -1.54086  1.56512  0.11
H  6.09254  0.12939  1.34368  0.10
H  5.79619  2.07300  -0.14821  0.10
H  3.72398  2.36411  -1.40904  0.11
H  1.77724  2.40771  -2.35746  0.11
H  0.19261  1.61900  -2.27709  0.12
H  1.61839  3.02925  0.04704  0.07
H  0.10072  2.15048  0.20241  0.07
H  0.18105  3.60866  -0.80532  0.08

ΔE to the lowest compared entry with this formula, charge and spin   0.0 kcal per mole
Orbital gap   7.9 eV
LUMO energy   -0.60 eV
SMILES string   CCOc1ccccc1NC(=O)CN1C(=O)C(=O)N(Cc2ccco2)C1=O